Record 1
7
Properties=species:S:1:pos:R:3:forces:R:3 method="wB97M-V/def2-TZVPD" lumo_ev=-0.1 de_lowest_kj_mol=13.7
F -1.7441 -2.3288 -0.0060 -0.79 -0.62 -0.04
C -0.9909 -1.3330 -0.0023 6.39 3.37 0.30
C 0.1009 -0.6493 0.0378 -5.87 -3.67 0.00
C 0.5630 0.7253 0.0289 -0.36 0.45 -1.92
F -0.3806 1.4688 -0.6432 0.79 -0.01 0.24
F 0.7133 1.2596 1.2015 0.09 0.48 1.51
F 1.7383 0.8574 -0.6167 -0.24 -0.01 -0.10

Record 2
11
Properties=species:S:1:pos:R:3:forces:R:3 method="wB97M-V/def2-TZVPD" lumo_ev=-0.2 de_lowest_kj_mol=131.3
C 1.4136 1.3005 0.2788 -1.01 -2.53 0.04
C -2.4000 0.9001 -0.8450 -0.47 0.07 0.12
C 0.4828 -1.6788 0.1899 -0.05 -1.63 -1.40
N 1.6410 0.1086 0.6357 1.08 1.75 -0.01
N 0.6668 -0.7752 0.9929 -0.87 1.58 1.25
F 2.4081 2.0817 -0.0403 -0.71 0.36 0.14
F 0.1882 1.8065 0.0443 1.54 0.24 0.27
F -3.5305 0.7788 -0.1680 1.19 -0.38 -0.35
F -1.6491 -0.1284 -0.5300 -1.02 0.32 0.08
F 1.2384 -1.7627 -0.9222 -1.52 -1.03 0.58
F -0.4593 -2.6311 0.3639 1.86 1.25 -0.72

Record 3
8
Properties=species:S:1:pos:R:3:forces:R:3 method="wB97M-V/def2-TZVPD" total_charge=+1 lumo_ev="-4.8 / -8.5" multiplicity=2
C 0.8990 -2.0220 -0.5018 1.28 -1.81 0.49
C 0.1512 -1.1064 -0.7448 -0.34 0.44 -0.31
O -0.6056 -0.1118 -0.9850 5.77 -2.82 -1.69
F 1.6888 -3.0250 -0.2451 -1.32 1.74 -0.48
O 0.8743 1.7400 1.7365 -0.65 -0.42 -1.25
C 0.0644 1.8750 0.9254 1.13 1.20 2.01
O -0.8236 2.1525 0.2109 0.27 0.42 -0.16
In -2.2484 0.4978 -0.3961 -6.14 1.24 1.38

Record 4
16
Properties=species:S:1:pos:R:3:forces:R:3 method="wB97M-V/def2-TZVPD" total_charge=+3 lumo_ev=-16.3
C 1.9290 -0.5053 0.6937 -0.49 -0.55 -0.75
B 1.0414 -0.1407 -0.4529 0.31 0.39 2.07
C -0.1464 1.0195 -0.3488 0.07 0.80 -1.52
N -1.1462 0.6399 0.5216 0.56 -1.51 0.11
C -2.0439 -0.4709 0.2301 -0.10 0.12 0.02
H 2.4538 -1.4326 0.5237 0.42 -0.34 0.13
H 1.3276 -0.5994 1.5925 -0.03 0.02 0.56
H 2.6420 0.2976 0.8759 0.39 0.37 0.21
H 1.1981 -0.7410 -1.5464 1.12 -3.10 1.83
H 0.3524 1.9090 0.0188 0.40 0.35 0.13
H -0.6215 1.3481 -1.3301 -0.41 0.18 -0.44
H -0.8488 0.6641 1.4961 -0.33 0.52 0.18
H -1.5750 -1.4449 0.3203 0.26 -0.29 0.06
H -2.8447 -0.4499 0.9468 -0.42 0.07 0.34
H -2.4796 -0.3559 -0.7531 -0.14 0.13 -0.43
Lu 0.7619 0.2623 -2.7882 -1.60 2.85 -2.49

Record 5
15
Properties=species:S:1:pos:R:3:forces:R:3 method="wB97M-V/def2-TZVPD" lumo_ev="0.7 / -3.5" de_lowest_kj_mol=85.4 multiplicity=3
B -0.4247 -0.0157 -0.0386 -3.03 1.24 -3.30
C -1.7065 -0.9384 0.0955 1.53 1.81 -2.65
C -0.6042 1.3066 -0.9487 1.53 2.06 4.31
C 2.0910 -0.1490 0.6605 0.88 -0.39 -2.76
N 0.7316 -0.4425 0.6609 2.53 0.54 1.46
H -1.5502 -1.8509 0.5352 -0.03 -2.25 1.22
H -1.8962 -1.0720 -0.9746 -0.40 -0.60 0.04
H -2.5477 -0.3889 0.4092 -1.23 0.67 0.99
H -1.5402 1.8142 -0.7016 -0.25 0.06 -0.12
H -0.6096 1.0341 -1.9182 -0.28 -1.04 -3.35
H 0.2012 2.1243 -0.9025 -0.86 -1.15 0.21
H 2.5709 -1.1353 0.8166 0.51 0.73 0.89
H 2.3895 0.1426 -0.3878 -0.29 0.30 0.74
H 2.2679 0.6953 1.3421 0.44 -0.42 0.11
H 0.6273 -1.1242 1.3520 -1.05 -1.57 2.21

Record 6
16
Properties=species:S:1:pos:R:3:forces:R:3 method="wB97M-V/def2-TZVPD" total_charge=+1 lumo_ev=-5.6 de_lowest_kj_mol=77.3
Sn 1.0803 0.3431 -1.3212 7.57 2.98 -4.28
B 2.3601 2.2943 -1.5023 1.50 1.42 -0.68
H 3.0150 1.6767 -0.9074 2.44 -2.88 2.41
H 1.3820 2.2548 -1.0483 -4.93 0.57 2.39
H 2.7524 3.2981 -1.5533 0.88 3.51 0.10
H 2.2813 1.8536 -2.4841 -0.34 -1.73 -3.83
C -0.3442 -1.0887 1.7084 0.70 0.49 0.19
C -0.9403 -0.9603 0.3373 -2.07 -1.61 3.04
O -0.3293 -0.6355 -0.6828 -5.91 -3.06 2.87
C -2.4084 -1.3339 0.2992 1.40 -0.46 -1.21
H 0.6947 -0.8028 1.8725 0.17 -0.19 -0.60
H -0.5054 -2.1021 2.0760 0.08 -0.26 -0.30
H -0.8641 -0.5090 2.4711 -0.63 0.27 -0.33
H -2.6951 -2.1202 0.9975 0.12 0.60 0.49
H -2.5583 -1.7890 -0.6798 -0.46 0.50 -0.26
H -2.9208 -0.3791 0.4172 -0.50 -0.15 0.00